# 1
{"formula": "C4H5Cl3O2S", "method": "ωB97M-V with the def2-TZVPD basis set", "symbols": ["C", "C", "C", "C", "O", "O", "S", "Cl", "Cl", "Cl", "H", "H", "H", "H", "H"], "positions_angstrom": [[-0.43590, -0.35173, 0.20717], [-0.10180, 0.99727, 0.86145], [1.79222, -0.77756, -0.32866], [2.16871, 0.79572, 0.19290], [0.49884, -0.73542, -0.82859], [1.27201, 1.21850, 1.16067], [2.83313, -1.63427, -1.56636], [2.06226, -1.86835, 1.08730], [2.23913, 1.89904, -1.13956], [3.72170, 0.74524, 1.03232], [-0.35991, -1.26087, 0.93537], [-1.45259, -0.21185, -0.33360], [-0.52649, 1.75633, 0.16575], [-0.36928, 1.19194, 1.95129], [2.15070, -1.22540, -2.66068]], "forces_ev_per_a": [[-0.996, -1.474, 0.729], [-0.365, 0.728, 1.027], [0.344, 1.169, -0.507], [0.146, -2.226, 0.789], [0.256, 0.522, 0.845], [0.966, -0.709, -1.361], [-0.187, 0.824, -0.127], [-0.494, 0.114, 0.321], [-0.129, 0.304, -0.886], [0.296, 0.180, -0.214], [-0.874, 1.821, -1.008], [1.687, -0.682, 1.140], [0.579, 0.024, 0.646], [-1.358, -0.737, -1.695], [0.129, 0.140, 0.301]], "homo_ev": -9.7}

=====

# 2
{"formula": "C5H15N2", "method": "ωB97M-V with the def2-TZVPD basis set", "symbols": ["C", "C", "N", "N", "H", "H", "H", "H", "H", "H", "H", "C", "C", "C", "H", "H", "H", "H", "H", "H", "H", "H"], "positions_angstrom": [[-1.13094, -1.71911, -0.83367], [-0.99043, -1.71526, -2.20755], [0.31576, -1.40598, -2.83024], [-2.30483, -1.71219, -0.14727], [-0.24390, -1.61895, -0.22036], [-1.71564, -2.03030, -2.95758], [0.18184, -0.94514, -3.72107], [0.87698, -0.72961, -2.24303], [0.87220, -2.26271, -3.05729], [-3.12532, -1.78957, -0.73353], [-2.35434, -1.05963, 0.62186], [0.90980, 1.58933, 0.32450], [0.47011, 1.89840, 1.76693], [1.18802, 1.18221, 2.95967], [1.88727, 1.91389, -0.04441], [0.24650, 2.13100, -0.36997], [0.85507, 0.55442, 0.04150], [-0.61279, 1.67550, 1.93625], [0.48738, 2.95487, 1.90006], [0.73333, 1.52202, 3.94271], [1.13154, 0.12045, 2.93807], [2.32239, 1.44637, 2.93443]], "forces_ev_per_a": [[0.116, 0.995, -1.956], [-0.497, -0.473, 1.367], [1.219, -0.514, 0.884], [0.292, -0.603, -0.736], [0.085, 0.332, 0.044], [-0.040, 0.403, 0.455], [-0.256, 0.306, -0.293], [-0.537, -1.048, -0.635], [-0.160, 0.765, 0.413], [-0.123, 0.226, 0.391], [-0.099, -0.347, 0.115], [-0.504, 0.824, -0.573], [-0.512, -1.415, 0.801], [1.544, 2.295, 0.029], [0.256, 0.132, 0.900], [-0.124, -0.216, 0.250], [-0.188, -0.865, 0.154], [0.582, -0.073, -0.682], [0.394, 0.904, 0.215], [0.698, -0.290, -1.197], [-0.224, -0.954, -0.248], [-1.921, -0.386, 0.301]], "charge": 1, "homo_ev": -13.2}

=====

# 3
{"formula": "C34H39N2O6PRuS2Se2", "method": "ωB97M-V with the def2-TZVPD basis set", "symbols": ["Ru", "O", "C", "C", "C", "O", "C", "Se", "C", "Se", "H", "H", "H", "H", "H", "H", "H", "H", "H", "H", "C", "C", "S", "O", "C", "C", "H", "H", "H", "H", "H", "H", "H", "H", "H", "H", "O", "S", "O", "N", "C", "O", "C", "C", "C", "C", "C", "C", "H", "H", "H", "H", "N", "P", "C", "C", "C", "C", "C", "C", "C", "C", "C", "C", "C", "C", "C", "C", "C", "C", "C", "C", "H", "H", "H", "H", "H", "H", "H", "H", "H", "H", "H", "H", "H", "H", "H"], "positions_angstrom": [[0.31889, -1.24323, -1.12097], [1.52589, -2.10895, 0.42688], [2.35724, -3.27164, 0.31266], [3.07612, -3.31575, -1.03414], [4.31533, -4.21071, -0.84129], [4.03938, -5.51790, -0.35110], [3.62365, -1.92605, -1.40138], [2.38128, -0.68717, -2.29388], [2.21220, -3.92830, -2.14051], [0.29820, -3.50757, -2.07862], [1.09594, -2.09313, 1.28850], [1.75005, -4.17208, 0.44343], [3.10060, -3.20025, 1.11802], [5.03435, -3.70229, -0.18520], [4.79370, -4.35442, -1.81076], [3.75923, -5.45485, 0.56622], [4.45688, -2.05568, -2.09676], [4.02786, -1.45721, -0.49969], [2.28337, -5.01519, -2.08281], [2.60360, -3.60323, -3.10505], [-2.81112, -3.98808, 1.68174], [-2.48675, -4.18509, 0.21170], [-2.45020, -2.66690, -0.76622], [-1.61935, -1.68757, 0.04785], [-4.18352, -2.11513, -0.56842], [-4.38704, -1.10278, 0.54368], [-2.53407, -4.87838, 2.24609], [-3.87394, -3.80797, 1.84413], [-2.24679, -3.14418, 2.08083], [-3.18939, -4.84822, -0.29830], [-1.48322, -4.58426, 0.05507], [-4.79259, -3.01063, -0.43385], [-4.44700, -1.68216, -1.53438], [-4.09953, -1.50694, 1.51191], [-5.43738, -0.81120, 0.58796], [-3.78895, -0.21124, 0.36708], [-1.64583, 3.59347, -0.59944], [-0.98486, 3.19277, -1.80578], [0.09146, 3.98808, -2.30227], [-0.52306, 1.56111, -1.63481], [-1.13889, 0.73922, -2.53573], [-0.96767, -0.47404, -2.57905], [-2.02553, 1.49287, -3.43331], [-2.75855, 0.98708, -4.49365], [-3.55783, 1.86655, -5.20860], [-3.61470, 3.21914, -4.87924], [-2.86679, 3.72926, -3.82578], [-2.09231, 2.83402, -3.11756], [-2.69172, -0.06342, -4.74326], [-4.14343, 1.50029, -6.04114], [-4.24397, 3.88311, -5.45588], [-2.89032, 4.77993, -3.57205], [0.17482, 0.96732, -0.56428], [0.44226, 1.69261, 0.84408], [-0.97999, 1.97072, 1.93055], [-1.34223, 3.21352, 2.44389], [-2.44579, 3.32753, 3.27302], [-3.20024, 2.20625, 3.58763], [-2.87016, 0.97431, 3.04278], [-1.77002, 0.85400, 2.20586], [1.59559, 0.62187, 1.72230], [1.33380, 0.07874, 2.97554], [2.31988, -0.64779, 3.63517], [3.57078, -0.80287, 3.05774], [3.83449, -0.25377, 1.80872], [2.84928, 0.44262, 1.13265], [1.42264, 3.20367, 0.69672], [1.73570, 3.98313, 1.81280], [2.61316, 5.04564, 1.69013], [3.19426, 5.32798, 0.45855], [2.92032, 4.52899, -0.63886], [2.04504, 3.45795, -0.51979], [-0.79070, 4.09892, 2.16668], [-2.72458, 4.29729, 3.66361], [-4.05854, 2.29686, 4.24101], [-3.47683, 0.10585, 3.26285], [-1.54289, -0.10023, 1.73831], [0.37557, 0.23046, 3.45208], [2.11167, -1.07146, 4.60893], [4.34386, -1.34972, 3.58248], [4.80771, -0.38200, 1.35306], [3.03205, 0.81867, 0.13167], [1.32175, 3.74272, 2.78348], [2.85368, 5.64772, 2.55649], [3.87553, 6.16348, 0.36326], [3.38869, 4.72931, -1.59302], [1.87056, 2.80655, -1.36899]], "forces_ev_per_a": [[-0.197, 0.023, 0.136], [0.069, 0.173, 0.124], [-0.015, -0.033, -0.046], [0.005, 0.040, 0.060], [0.023, 0.029, -0.001], [-0.017, -0.022, 0.002], [0.012, 0.025, -0.034], [0.147, -0.019, -0.095], [-0.007, -0.073, -0.050], [0.016, -0.040, -0.070], [-0.014, -0.038, -0.027], [-0.006, 0.013, -0.020], [0.005, -0.004, 0.016], [0.002, 0.004, 0.001], [-0.006, 0.006, -0.002], [0.005, 0.001, 0.008], [-0.009, -0.011, -0.012], [-0.040, -0.045, -0.076], [-0.009, 0.007, -0.013], [-0.011, 0.006, 0.005], [-0.014, 0.012, -0.024], [-0.030, 0.027, 0.033], [-0.049, -0.120, 0.034], [0.050, 0.117, -0.051], [0.026, -0.003, 0.000], [0.018, -0.003, 0.017], [-0.008, -0.010, -0.004], [-0.008, 0.019, 0.016], [0.012, -0.008, 0.012], [0.001, -0.006, -0.011], [0.014, 0.039, -0.025], [0.018, -0.013, -0.001], [0.001, 0.004, 0.005], [-0.008, 0.001, 0.018], [0.000, -0.001, -0.006], [0.018, 0.015, 0.003], [0.050, -0.024, 0.030], [-0.065, 0.068, 0.036], [-0.239, 0.092, -0.170], [-0.365, 0.022, -0.024], [0.346, -0.034, 0.164], [0.045, 0.006, 0.007], [-0.155, 0.016, -0.143], [0.047, -0.051, 0.062], [-0.026, 0.039, -0.027], [0.012, -0.027, 0.013], [-0.004, 0.034, 0.005], [0.037, -0.050, -0.005], [0.002, 0.001, 0.002], [0.003, -0.005, 0.000], [-0.002, 0.008, -0.003], [0.001, 0.007, 0.004], [0.017, -0.104, 0.047], [0.193, 0.073, -0.005], [-0.022, -0.004, -0.086], [0.013, -0.031, -0.063], [-0.033, 0.005, 0.017], [0.003, 0.020, -0.003], [0.022, -0.022, -0.018], [-0.011, -0.033, -0.014], [-0.064, -0.094, -0.041], [0.012, 0.027, -0.002], [-0.007, 0.001, -0.011], [-0.020, -0.005, 0.006], [-0.017, -0.015, 0.028], [-0.036, 0.052, -0.003], [-0.051, -0.012, 0.000], [0.031, 0.027, -0.022], [-0.028, -0.014, 0.023], [-0.017, -0.027, -0.033], [0.011, 0.018, 0.024], [0.164, -0.141, 0.050], [0.034, 0.028, 0.007], [0.002, 0.004, 0.005], [-0.002, 0.003, -0.002], [-0.001, -0.016, -0.006], [0.012, -0.009, 0.015], [-0.037, -0.001, 0.006], [0.002, 0.001, 0.011], [0.004, -0.008, 0.005], [0.003, 0.018, 0.017], [0.017, 0.002, 0.005], [-0.017, 0.007, 0.017], [-0.002, 0.004, 0.002], [0.012, -0.001, 0.001], [0.008, -0.003, -0.002], [0.130, 0.038, 0.153]], "homo_ev": -5.6}

=====

# 4
{"formula": "C11H12N3O", "method": "ωB97M-V with the def2-TZVPD basis set", "symbols": ["C", "C", "C", "C", "C", "C", "C", "C", "C", "C", "C", "N", "N", "N", "O", "H", "H", "H", "H", "H", "H", "H", "H", "H", "H", "H", "H"], "positions_angstrom": [[-0.31143, -2.59706, 1.36013], [-1.65947, 2.07654, 1.68839], [-1.32594, -1.77400, 1.67999], [-2.01096, 0.71530, 1.88587], [0.89245, -2.10180, 0.62106], [-0.63235, 2.44256, 0.80774], [-1.20966, -0.34413, 1.50605], [-0.15994, 0.07998, 0.70818], [0.79423, -0.87038, 0.12333], [0.14157, 1.35499, 0.34026], [1.67226, -0.00013, -0.76702], [1.19683, 1.32745, -0.65968], [0.90338, -0.57725, -2.50981], [0.09589, 0.51465, -2.91022], [2.97873, -0.23196, -0.92716], [-0.38703, -3.64740, 1.53011], [-2.18926, 2.80856, 2.19216], [-2.13554, -2.24817, 2.16337], [-2.85574, 0.30373, 2.47061], [1.57573, -2.86468, 0.27133], [-0.47019, 3.49098, 0.72261], [1.91424, 1.99582, -0.85474], [0.27895, -1.28625, -2.08150], [0.12698, 0.77294, -3.85385], [0.39937, 1.45149, -2.10519], [-0.83448, 0.33607, -2.61793], [3.21138, -1.12784, -0.78405]], "forces_ev_per_a": [[1.770, 1.075, -1.222], [0.238, -3.017, -1.013], [0.600, 0.494, 0.466], [-1.099, -0.074, 1.776], [-2.078, -1.892, -0.133], [0.524, -1.884, 0.723], [0.497, 0.401, -1.419], [1.551, -2.572, -1.096], [0.651, 3.022, 0.829], [-0.610, 2.818, -0.318], [-1.616, -2.214, -1.372], [0.279, -1.323, -0.559], [0.861, 0.247, 1.640], [0.641, 1.254, 4.172], [-0.515, 2.586, -0.138], [0.022, -0.480, 0.231], [-1.149, 1.341, 0.684], [-1.115, 0.042, 0.505], [0.099, 1.411, -0.055], [0.359, 0.168, 0.133], [0.562, 0.486, -0.598], [0.245, 0.914, 0.677], [0.213, 0.614, -0.664], [0.471, 0.335, -1.759], [-0.140, -2.280, -1.537], [-1.460, 0.061, -0.183], [0.199, -1.531, 0.228]], "charge": 1, "homo_ev": -11.9}

=====

For the records above, the corresponding E values read -56724.9138; -8400.6378; -215388.4985; -18110.0178 eV.
For the records above, the corresponding Kohn-Sham gap values read 10.2683; 9.5721; 5.3395; 8.3917 eV.